[1]
The following is a DFT calculation (ωB97M-V with the def2-TZVPD basis set) of an isolated molecule of C5H8O in a non-equilibrium geometry.

The geometry in XYZ format:
```
14
Properties=species:S:1:pos:R:3:forces:R:3
O -0.333320 -1.073060 -0.919843 -0.55 -0.81 0.35
C 0.700169 -1.045763 0.068568 -0.04 -0.23 0.05
C 1.546377 0.091823 -0.391007 0.20 -0.09 0.09
C -1.372629 -0.200818 -0.479254 -0.45 -0.05 0.20
C 0.591750 0.272960 0.773005 -0.23 -0.08 0.02
C -0.742377 0.890915 0.403621 -0.13 0.00 -0.06
H -0.586434 1.833216 -0.133384 -0.12 -0.16 0.02
H 0.972882 0.118783 -1.321499 1.54 1.73 -0.41
H -1.378444 1.097897 1.269597 0.13 -0.06 -0.05
H -2.037782 -0.846570 0.089885 -0.44 0.28 0.30
H 2.622024 0.245960 -0.303801 -0.37 -0.28 -0.04
H -1.937186 0.225057 -1.319358 0.37 -0.35 -0.03
H 1.007460 -2.007525 0.464807 -0.11 0.19 0.06
H 0.947514 0.397123 1.798663 0.18 -0.11 -0.51
```
Forces are in eV/Å.

Results
- HOMO (eV) = -9.41
- electronic energy (eV) = -7359.96998
- LUMO (eV) = 1.192
- ΔE to the lowest compared entry with this formula, charge and spin (kcal per mole) = 52.7
- SMILES = C1C[C@@H]2C[C@@H]2O1
- total charge = 0

[2]
The following is a DFT calculation (ωB97M-V with the def2-TZVPD basis set) of an isolated molecule of C5H8O.

The geometry in XYZ format:
```
14
Properties=species:S:1:pos:R:3:forces:R:3
O -0.398539 0.727465 1.929798 -0.19 -0.02 -0.41
C 0.320643 0.973618 -0.332160 0.06 0.06 0.06
C -1.906168 -0.185514 0.308713 -0.09 0.04 0.06
C 0.973075 -0.314269 -0.763748 0.13 -0.20 0.11
C 2.051560 -0.799590 -0.158452 -0.07 0.03 -0.10
C -0.657820 0.543690 0.761907 -0.03 0.06 0.24
H -0.181421 1.492163 -1.158912 0.01 -0.19 0.16
H 2.605539 -0.201154 0.562388 -0.15 -0.14 -0.02
H -2.484052 0.475610 -0.345220 0.00 -0.08 0.05
H 2.392808 -1.814263 -0.335017 0.11 0.18 -0.16
H 1.048523 1.646767 0.129012 -0.09 -0.10 -0.08
H -1.658994 -1.081815 -0.273640 0.06 0.21 0.10
H 0.429858 -0.924712 -1.484717 0.12 0.07 0.09
H -2.511634 -0.478411 1.168371 0.11 0.09 -0.09
```
Forces are in eV/Å.

Results
- HOMO (eV) = -9.38
- electronic energy (eV) = -7361.35212
- LUMO (eV) = 1.007
- ΔE to the lowest compared entry with this formula, charge and spin (kcal per mole) = 20.8
- SMILES = C=CCC(C)=O
- total charge = 0

[3]
The following is a DFT calculation (ωB97M-V with the def2-TZVPD basis set) of a cluster of 2 separate species, C5H8O in total in a non-equilibrium geometry.

The geometry in XYZ format:
```
14
Properties=species:S:1:pos:R:3:forces:R:3
O 1.195873 1.770494 0.072289 -0.66 -3.04 0.68
C -0.826968 0.062929 0.965054 -0.91 1.30 -0.41
C -0.890972 0.250881 -1.118642 0.24 -2.97 0.08
C -1.794560 0.455342 0.044354 0.93 -0.25 2.47
C 1.282111 -1.235331 0.069909 0.42 5.00 1.87
C 0.154619 -0.268912 -0.053880 -1.04 3.15 0.25
H 1.513502 1.404599 0.929911 -0.06 0.82 -0.69
H -2.833958 0.817704 0.151615 0.85 -0.22 -0.15
H 1.118630 -2.225663 -0.120419 -0.71 -2.56 -0.10
H -0.641625 0.222908 2.044994 -0.63 -0.63 -0.66
H -0.695385 1.067034 -1.753908 0.69 1.03 -0.44
H 1.937985 -0.804598 -0.641815 1.35 -0.15 -0.74
H 1.670446 -0.897022 1.107068 -0.21 -1.52 -1.50
H -1.189694 -0.620370 -1.696528 -0.26 0.05 -0.68
```
Forces are in eV/Å.

Results
- HOMO (spin up / spin down) (eV) = -8.41 / -8.94
- electronic energy (eV) = -7356.82507
- LUMO (spin up / spin down) (eV) = -0.491 / -0.381
- ΔE to the lowest compared entry with this formula, charge and spin (kcal per mole) = 125.2
- total charge = 0

[4]
The following is a DFT calculation (ωB97M-V with the def2-TZVPD basis set) of an isolated molecule of C5H8O.

The geometry in XYZ format:
```
14
Properties=species:S:1:pos:R:3:forces:R:3
O 2.891144 -0.365191 0.579266 -0.25 -0.46 0.00
C -0.576228 0.335128 -0.632227 -0.32 -0.16 -0.19
C 0.886727 0.430076 -0.338540 0.29 0.10 0.03
C -0.120631 1.141343 0.556058 -0.31 0.05 0.37
C 1.690086 -0.472004 0.489008 0.24 0.14 0.20
C -1.362236 -0.958268 -0.422230 -0.06 0.10 0.14
H 0.074411 2.207891 0.663635 -0.72 -0.13 -0.51
H -1.343067 -1.626551 -1.297290 0.18 0.39 0.17
H 1.459937 1.088084 -0.987619 0.01 -0.16 0.19
H -0.876990 0.852899 -1.543388 0.17 0.06 0.27
H -0.390560 0.679725 1.515496 0.43 0.04 -0.37
H -1.000117 -1.546183 0.429206 -0.05 0.22 -0.11
H -2.410419 -0.710428 -0.233591 0.06 -0.07 0.03
H 1.093881 -1.120104 1.174894 0.33 -0.14 -0.22
```
Forces are in eV/Å.

Results
- HOMO (eV) = -9.65
- electronic energy (eV) = -7360.81296
- LUMO (eV) = 1.060
- ΔE to the lowest compared entry with this formula, charge and spin (kcal per mole) = 33.3
- SMILES = C[C@H]1C[C@H]1C=O
- total charge = 0